99
Properties=species:S:1:pos:R:3 method="wB97M-V/def2-TZVPD" spin_multiplicity=1 homo_ev="-8.99 / -9.10" gap_ev="6.1 / 6.1" de_lowest_kcal_mol=95.73 charge=+1
Sn 0.286 0.049 -0.104
O 1.780 -0.649 -4.044
C 1.234 -0.796 -2.956
N 0.308 0.004 -2.389
C 0.244 1.311 -3.008
C 1.187 2.239 -2.274
C 1.498 3.562 -2.834
C 2.260 4.499 -2.263
C 2.971 4.335 -0.941
C 2.025 3.848 0.205
N 1.621 1.762 -1.175
C 1.674 -1.946 -2.082
C 2.366 -3.016 -2.628
C 2.823 -4.016 -1.788
C 2.583 -3.914 -0.421
C 1.901 -2.811 0.051
N 1.466 -1.849 -0.767
H -0.770 1.727 -2.953
H 0.538 1.249 -4.059
H 1.062 3.761 -3.806
H 2.405 5.439 -2.784
H 3.624 5.176 -0.709
H 2.460 4.071 1.181
H 2.525 -3.028 -3.697
H 3.367 -4.864 -2.184
H 2.927 -4.673 0.266
H 1.684 -2.671 1.105
N 4.293 -0.085 1.540
C 4.014 1.005 0.794
N 5.103 1.604 0.217
C 4.881 2.673 -0.496
N 5.917 3.454 -0.864
N 3.636 3.021 -0.904
C 2.481 2.406 -0.219
N 2.774 1.422 0.747
C 0.594 4.306 0.155
C 0.337 5.661 -0.043
C -0.972 6.101 -0.113
C -1.990 5.169 0.002
C -1.644 3.845 0.205
N -0.383 3.415 0.295
H 5.212 -0.483 1.465
H 3.508 -0.645 1.838
H 6.832 3.075 -0.686
H 5.817 4.080 -1.645
H 1.160 6.358 -0.136
H -1.193 7.150 -0.261
H -3.030 5.457 -0.065
H -2.407 3.083 0.284
C -1.643 -3.279 -0.276
Ge -2.179 -1.806 -1.271
C -3.781 -0.880 -0.566
C -3.706 0.026 0.488
C -4.846 0.633 0.995
C -6.088 0.343 0.449
C -6.178 -0.559 -0.601
C -5.036 -1.168 -1.102
C -2.286 -2.451 -3.129
C -1.260 -3.296 -3.550
C -1.306 -3.912 -4.791
C -2.391 -3.701 -5.630
C -3.397 -2.832 -5.239
C -3.335 -2.196 -4.006
C -1.626 -3.510 1.141
C -1.407 -4.822 1.605
C -1.563 -5.142 2.940
C -1.887 -4.153 3.861
C -2.041 -2.840 3.435
C -1.910 -2.520 2.097
H -1.137 -4.050 -0.855
H -2.744 0.254 0.935
H -4.766 1.334 1.818
H -6.982 0.805 0.845
H -7.142 -0.796 -1.032
H -5.130 -1.895 -1.896
H -0.410 -3.477 -2.903
H -0.491 -4.555 -5.099
H -2.448 -4.204 -6.586
H -4.236 -2.641 -5.896
H -4.110 -1.486 -3.748
H -1.152 -5.591 0.885
H -1.441 -6.167 3.264
H -2.013 -4.405 4.906
H -2.270 -2.060 4.151
H -2.025 -1.499 1.762
O 1.146 -0.503 2.517
S 0.975 0.859 3.140
C 2.251 0.934 4.465
C 1.549 0.841 5.818
C 0.292 0.009 5.586
C -0.360 0.645 4.372
H 2.828 1.848 4.326
H 2.896 0.078 4.277
H 1.269 1.835 6.173
H 2.206 0.396 6.565
H -0.371 0.007 6.452
H 0.558 -1.024 5.352
H -0.731 1.649 4.594
H -1.142 0.048 3.906


116
Properties=species:S:1:pos:R:3 method="wB97M-V/def2-TZVPD" spin_multiplicity=1 smiles="CC[C@H](I)[C@@]1(CNC)COS(=O)(=O)[C@H](/C(Cl)=C(/C)Cl)[C@@H]1B(C)O.O=C1C=C(O)C(=O)C=C1O.O=C1C=C(O)C(=O)C=C1O.O=C1C=C(O)C(=O)C=C1O.O=C1C=C(O)C(=O)C=C1O.O=C1C=C(O)C(=O)C=C1O" homo_ev=-9.04 gap_ev=7.1
C 1.545 1.657 -2.148
C -0.068 1.743 -2.501
C -1.024 0.756 -1.623
I -0.926 1.647 0.375
C -0.818 -0.851 -1.743
C -1.014 -1.374 -3.320
N -0.021 -0.827 -4.315
C 0.420 -1.968 -5.248
C 0.615 -1.464 -1.259
O 0.464 -2.959 -1.232
S -0.171 -3.408 0.330
O -0.765 -4.829 0.367
O 1.170 -3.419 1.170
C -1.335 -2.015 0.748
C -2.477 -2.263 1.886
Cl -4.295 -1.736 1.729
C -2.238 -2.873 3.256
C -3.463 -3.073 4.379
Cl -0.573 -3.399 3.828
C -1.965 -1.508 -0.716
B -2.934 -2.653 -1.429
C -4.568 -2.334 -1.643
O -2.484 -3.951 -1.969
H 2.010 2.745 -2.178
H 2.140 1.046 -2.982
H 1.730 1.136 -1.092
H -0.270 1.711 -3.677
H -0.381 2.855 -2.194
H -2.138 0.969 -2.001
H -2.074 -1.048 -3.764
H -0.835 -2.551 -3.428
H 0.854 -0.463 -3.903
H 1.152 -1.545 -6.067
H -0.493 -2.559 -5.699
H 1.036 -2.716 -4.560
H 1.036 -1.032 -0.244
H 1.514 -1.298 -2.028
H -0.611 -1.196 1.231
H -3.656 -2.030 4.873
H -3.085 -3.865 5.187
H -4.430 -3.557 3.904
H -2.741 -0.653 -0.408
H -4.769 -1.202 -1.899
H -5.229 -2.749 -0.766
H -4.903 -2.941 -2.612
H -2.910 -4.716 -1.442
O 3.473 3.622 -1.383
C 4.489 4.007 -0.815
C 5.067 3.290 0.332
C 6.165 3.745 0.938
O 6.716 3.074 2.015
C 6.840 4.992 0.483
O 7.837 5.396 1.072
C 6.276 5.696 -0.679
C 5.180 5.239 -1.288
O 4.645 5.894 -2.382
H 4.566 2.386 0.654
H 7.501 3.603 2.278
H 6.786 6.591 -1.011
H 3.857 5.369 -2.641
O 12.377 9.389 -4.476
C 11.486 8.833 -3.844
C 10.118 8.696 -4.370
C 9.167 8.099 -3.649
O 7.880 7.965 -4.138
C 9.451 7.555 -2.293
O 8.552 7.028 -1.647
C 10.824 7.669 -1.777
C 11.776 8.263 -2.499
O 13.070 8.372 -2.022
H 9.925 9.098 -5.356
H 7.380 7.502 -3.431
H 11.021 7.253 -0.797
H 13.569 8.841 -2.726
O 4.260 -5.329 9.647
C 3.395 -5.186 8.791
C 3.105 -3.880 8.178
C 2.144 -3.755 7.260
O 1.868 -2.531 6.678
C 1.332 -4.925 6.826
O 0.444 -4.775 5.994
C 1.638 -6.235 7.421
C 2.601 -6.361 8.336
O 2.896 -7.590 8.897
H 3.701 -3.037 8.504
H 1.134 -2.701 6.049
H 1.052 -7.080 7.083
H 3.626 -7.419 9.531
O -6.369 -1.295 -4.373
C -6.609 -1.861 -5.433
C -5.547 -2.430 -6.278
C -5.841 -3.025 -7.435
O -4.848 -3.565 -8.232
C -7.246 -3.133 -7.914
O -7.484 -3.669 -8.992
C -8.311 -2.585 -7.059
C -8.017 -1.993 -5.900
O -9.012 -1.478 -5.089
H -4.530 -2.343 -5.918
H -5.314 -3.936 -9.013
H -9.329 -2.686 -7.411
H -8.546 -1.102 -4.311
O -7.775 -1.805 3.244
C -7.770 -1.140 4.273
C -8.879 -1.179 5.239
C -8.849 -0.429 6.343
O -9.887 -0.462 7.256
C -7.700 0.471 6.635
O -7.709 1.162 7.649
C -6.580 0.492 5.682
C -6.608 -0.260 4.580
O -5.558 -0.249 3.681
H -9.709 -1.836 5.013
H -9.630 0.167 7.965
H -5.743 1.137 5.916
H -5.817 -0.873 2.968


110
Properties=species:S:1:pos:R:3 method="wB97M-V/def2-TZVPD" spin_multiplicity=1 homo_ev=-11.03 gap_ev=8.3 de_lowest_kcal_mol=0.00 charge=+1
Li -17.049 30.022 -3.518
Li -16.062 31.768 -5.550
C -14.163 31.652 -3.556
O -13.492 32.050 -4.753
O -15.299 31.024 -3.813
C -13.272 30.844 -2.615
F -12.729 29.741 -3.180
F -12.284 31.582 -2.114
F -14.017 30.422 -1.567
C -12.175 32.548 -4.591
C -11.676 32.991 -5.931
H -11.832 32.190 -6.660
H -12.203 33.888 -6.262
H -10.619 33.262 -5.946
H -11.521 31.733 -4.275
H -12.057 33.364 -3.868
H -14.337 32.592 -2.980
C -9.379 28.796 -4.065
Br -9.350 29.855 -2.477
Br -7.626 28.164 -4.481
Br -10.098 29.762 -5.556
H -10.026 27.954 -3.892
C -11.181 37.963 -5.208
Br -12.329 39.085 -6.279
Br -9.601 37.545 -6.196
Br -12.087 36.365 -4.659
H -10.930 38.520 -4.321
C -12.693 33.789 -10.749
C -11.646 34.379 -10.060
C -10.761 33.574 -9.374
C -10.957 32.214 -9.319
C -11.984 31.623 -9.997
C -12.859 32.413 -10.703
N -9.994 31.392 -8.593
O -9.134 31.974 -7.969
O -10.112 30.182 -8.640
H -13.331 34.408 -11.368
H -11.503 35.447 -10.144
H -9.974 34.059 -8.808
H -12.147 30.557 -9.976
H -13.703 31.981 -11.225
C -17.868 34.761 0.838
C -17.090 33.695 0.389
C -15.954 33.923 -0.371
C -15.541 35.218 -0.530
C -16.227 36.290 -0.010
C -17.427 36.061 0.636
N -14.270 35.479 -1.215
O -13.811 34.563 -1.871
O -13.778 36.582 -1.140
H -18.707 34.563 1.494
H -17.441 32.687 0.571
H -15.366 33.085 -0.716
H -15.832 37.290 -0.119
H -17.999 36.882 1.050
N -17.758 30.594 -1.702
C -18.997 31.017 -1.426
C -19.420 31.308 -0.145
C -18.545 31.066 0.903
C -17.267 30.621 0.618
C -16.949 30.346 -0.695
H -19.686 31.112 -2.260
H -20.394 31.724 0.073
H -18.823 31.243 1.936
H -16.517 30.427 1.371
H -15.997 29.914 -0.983
N -15.716 30.351 -6.972
C -16.538 30.025 -7.956
C -16.426 28.860 -8.679
C -15.434 27.943 -8.322
C -14.577 28.269 -7.284
C -14.747 29.488 -6.641
H -17.411 30.656 -8.096
H -17.150 28.573 -9.430
H -15.265 27.069 -8.941
H -13.821 27.585 -6.916
H -14.102 29.762 -5.814
N -15.647 33.546 -6.361
C -16.177 34.678 -5.914
C -16.196 35.850 -6.629
C -15.691 35.856 -7.905
C -15.158 34.678 -8.387
C -15.160 33.570 -7.579
H -16.651 34.642 -4.937
H -16.696 36.707 -6.194
H -15.730 36.750 -8.510
H -14.590 34.643 -9.308
H -14.662 32.668 -7.922
N -16.177 28.068 -3.115
C -14.956 27.614 -3.276
C -14.665 26.263 -3.297
C -15.703 25.347 -3.265
C -16.984 25.827 -3.168
C -17.164 27.189 -3.075
H -14.174 28.358 -3.272
H -13.627 25.956 -3.328
H -15.517 24.281 -3.276
H -17.842 25.169 -3.178
H -18.175 27.579 -2.972
N -12.647 32.548 1.903
C -12.187 33.064 3.033
C -11.608 34.305 3.145
C -11.452 35.053 1.988
C -11.853 34.491 0.786
C -12.457 33.246 0.795
H -12.296 32.411 3.893
H -11.251 34.649 4.105
H -11.029 36.050 1.994
H -11.669 35.041 -0.130
H -12.823 32.830 -0.136


101
Properties=species:S:1:pos:R:3 method="wB97M-V/def2-TZVPD" spin_multiplicity=1 homo_ev=-6.65 gap_ev=5.2 de_lowest_kcal_mol=32.61
Ir 0.069 0.267 0.092
Br -1.832 -2.879 -0.781
C -0.157 -2.610 -1.612
C 0.150 -3.388 -2.711
C 1.419 -3.260 -3.257
C 2.306 -2.381 -2.661
C 1.864 -1.580 -1.616
N 0.641 -1.693 -1.085
C 2.768 -0.445 -1.092
O 3.972 -0.591 -1.158
O 2.143 0.553 -0.633
H -0.582 -4.073 -3.112
H 1.705 -3.827 -4.130
H 3.308 -2.243 -3.035
O -2.490 6.087 3.123
C -1.239 5.540 3.471
C -0.863 4.466 2.492
C 0.453 4.018 2.387
C 0.745 2.993 1.510
N -0.177 2.405 0.754
C -1.425 2.895 0.779
C -1.808 3.908 1.649
C -2.360 2.339 -0.201
C -3.244 3.172 -0.884
C -4.088 2.634 -1.842
C -5.025 3.494 -2.658
O -6.385 3.211 -2.423
C -4.036 1.254 -2.031
C -3.126 0.506 -1.311
N -2.282 1.026 -0.427
H -2.737 6.758 3.767
H -1.280 5.089 4.478
H -0.452 6.312 3.474
H 1.229 4.472 2.982
H 1.757 2.641 1.371
H -2.825 4.261 1.674
H -3.226 4.234 -0.696
H -4.779 3.363 -3.724
H -4.900 4.551 -2.409
H -6.560 2.284 -2.616
H -4.686 0.763 -2.740
H -3.073 -0.562 -1.446
C -4.416 -1.009 1.726
C -3.252 -0.938 2.667
C -3.432 -1.073 4.044
C -2.333 -1.037 4.895
C -2.485 -1.178 6.384
C -1.064 -0.844 4.382
C -0.830 -0.661 2.995
C -1.981 -0.753 2.175
N 0.334 -0.406 2.364
C 1.586 -0.346 3.102
C 2.770 -0.107 2.157
C 4.085 0.030 2.925
C 4.371 -1.266 3.678
C 3.203 -1.550 4.618
C 3.071 -0.409 5.627
C 2.852 0.911 4.886
C 4.004 1.180 3.924
C 1.553 0.838 4.093
C 1.908 -1.680 3.815
H -5.355 -1.074 2.272
H -4.314 -1.882 1.084
H -4.438 -0.131 1.083
H -4.423 -1.214 4.448
H -3.518 -1.358 6.670
H -2.146 -0.270 6.880
H -1.879 -2.004 6.754
H -0.268 -0.826 5.102
H -1.820 -0.678 1.104
H 2.604 0.791 1.567
H 2.852 -0.943 1.462
H 4.893 0.223 2.212
H 5.300 -1.168 4.243
H 4.497 -2.092 2.976
H 3.384 -2.491 5.151
H 3.976 -0.347 6.235
H 2.225 -0.602 6.293
H 2.780 1.731 5.612
H 4.946 1.267 4.469
H 3.834 2.126 3.406
H 1.409 1.751 3.515
H 0.710 0.762 4.773
H 1.100 -2.001 4.466
H 2.023 -2.449 3.048
O 2.572 0.659 -6.215
S 2.259 -0.435 -5.344
O 3.225 -1.488 -5.232
N 1.779 0.168 -3.873
C 0.495 0.130 -3.774
S -0.411 0.947 -2.602
C -0.231 -0.647 -4.799
C -1.581 -0.962 -4.856
C -2.026 -1.734 -5.918
C -1.148 -2.178 -6.898
C 0.203 -1.851 -6.840
C 0.637 -1.094 -5.782
H -2.258 -0.598 -4.099
H -3.075 -1.985 -5.987
H -1.516 -2.776 -7.718
H 0.901 -2.178 -7.594